# 1
# C30H50ClF5OP2PbSi2

C30H50ClF5OP2PbSi2 as an isolated structure at a distorted geometry (ωB97M-V/def2-TZVPD, OMol25).

ORCA input file:
```
! RIJCOSX wB97M-V def2-TZVPD def2/J DEFGRID3
* xyz 0 1
Pb 0.046 -0.708 0.158
C -2.079 1.444 -1.154
C -1.744 0.574 -2.218
C -2.323 -0.701 -1.899
Si -0.630 1.125 -3.622
C -2.970 -0.597 -0.645
C -2.803 0.744 -0.156
Si -3.255 1.546 1.478
H -1.836 2.504 -1.118
H -2.290 -1.579 -2.544
H -3.534 -1.380 -0.138
Cl 1.703 -5.143 1.328
C -3.229 3.397 1.234
C -4.929 0.938 2.018
C -0.686 2.989 -3.700
C -1.222 0.354 -5.211
H -5.673 1.471 1.409
H -5.090 1.185 3.076
H -5.053 -0.141 1.870
H -2.208 3.763 1.057
H -3.635 3.890 2.127
H -3.854 3.655 0.368
H -2.133 0.893 -5.508
H -1.458 -0.711 -5.102
H -0.461 0.483 -5.994
H -1.734 3.317 -3.740
H -0.169 3.336 -4.604
H -0.206 3.439 -2.820
C -1.947 1.119 2.810
C 1.173 0.605 -3.251
P -1.195 -0.531 2.658
H -2.405 1.253 3.806
H -1.160 1.882 2.707
P 1.362 -0.967 -2.353
H 1.608 1.413 -2.641
H 1.725 0.580 -4.207
C 3.155 -1.292 -2.002
C 0.773 -2.249 -3.544
C -2.576 -1.702 3.006
C 0.141 -0.783 3.912
C 1.549 -0.541 3.337
H 0.063 -1.852 4.183
C -0.069 0.081 5.155
H 0.102 1.141 4.922
H 0.664 -0.218 5.916
H -1.068 -0.035 5.592
H 1.752 -1.141 2.436
H 2.301 -0.827 4.088
H 1.694 0.524 3.105
H -3.391 -1.410 2.320
C -3.064 -1.547 4.447
C -2.172 -3.147 2.686
H -3.319 -0.513 4.711
H -2.319 -1.923 5.161
H -3.976 -2.144 4.579
H -2.066 -3.311 1.607
H -2.952 -3.827 3.054
H -1.223 -3.426 3.166
H -0.239 -1.926 -3.846
C 0.660 -3.612 -2.849
C 1.660 -2.312 -4.788
H 1.786 -1.340 -5.282
H 1.193 -2.985 -5.520
H 2.651 -2.723 -4.551
H -0.149 -3.623 -2.107
H 1.593 -3.890 -2.336
H 0.440 -4.382 -3.599
C 3.545 -0.882 -0.573
C 4.092 -0.615 -3.001
H 3.252 -2.390 -2.084
H 4.077 0.475 -2.864
H 3.850 -0.852 -4.044
H 5.115 -0.962 -2.806
H 3.527 0.213 -0.471
H 4.571 -1.220 -0.366
H 2.894 -1.333 0.192
C 0.583 -2.945 0.570
H -0.252 -3.541 0.192
H 1.495 -3.169 0.011
H 0.668 -3.053 1.654
F 4.350 5.575 1.706
C 3.585 4.536 1.333
C 2.582 4.059 2.182
F 2.396 4.633 3.391
C 1.791 3.015 1.778
F 0.804 2.584 2.634
C 1.928 2.377 0.518
O 1.183 1.406 0.119
C 2.972 2.893 -0.302
F 3.160 2.363 -1.551
C 3.780 3.939 0.086
F 4.744 4.387 -0.742
*
```

Properties
**Electronic energy**: -3662.34451 hartree
**Gap between HOMO and LUMO (alpha / beta)**: 4.934 / 4.934 eV

=====

# 2
# C30H50ClLuNOP

C30H50ClLuNOP as an isolated structure at a distorted geometry (ωB97M-V/def2-TZVPD, OMol25).

ORCA input file:
```
! RIJCOSX wB97M-V def2-TZVPD def2/J DEFGRID3
* xyz -1 2
Lu -2.479 0.054 0.636
P 0.073 -0.795 -0.066
Cl -3.130 -1.508 2.338
C 2.220 1.696 0.030
H 3.206 1.227 0.086
H 1.604 1.684 0.936
C -1.392 -1.659 -0.891
C 0.447 -1.631 1.562
C -1.195 -2.995 -1.600
H -2.069 -1.924 -0.011
C -2.595 -3.574 -1.840
H -0.664 -2.839 -2.551
H -0.596 -3.687 -0.993
C -3.488 -2.622 -2.649
H -2.495 -4.531 -2.370
H -3.069 -3.799 -0.869
C -3.530 -1.188 -2.099
H -3.116 -2.585 -3.683
H -4.504 -3.034 -2.702
C -2.119 -0.662 -1.834
H -4.034 -0.523 -2.811
H -4.134 -1.164 -1.167
H -1.530 -0.604 -2.755
H -2.167 0.412 -1.478
C 1.501 -1.109 -1.210
C 1.889 -1.311 1.982
H -0.239 -1.146 2.288
C 2.206 -1.899 3.363
H 2.600 -1.726 1.252
H 2.059 -0.225 1.983
C 1.854 -3.387 3.467
H 3.270 -1.752 3.577
H 1.642 -1.336 4.118
C 0.439 -3.712 2.973
H 2.584 -3.976 2.894
H 1.951 -3.708 4.510
C 0.133 -3.131 1.587
H 0.294 -4.799 2.945
H -0.296 -3.307 3.683
H 0.721 -3.655 0.818
H -0.928 -3.313 1.361
C 1.231 -0.658 -2.656
H 2.258 -0.417 -0.796
C 2.508 -0.760 -3.497
H 0.448 -1.292 -3.099
H 0.866 0.378 -2.683
C 3.119 -2.165 -3.463
H 2.280 -0.483 -4.532
H 3.244 -0.034 -3.121
C 3.325 -2.665 -2.030
H 2.463 -2.863 -4.003
H 4.077 -2.168 -3.993
C 2.056 -2.540 -1.180
H 3.642 -3.715 -2.042
H 4.135 -2.092 -1.554
H 1.295 -3.226 -1.578
H 2.280 -2.875 -0.159
C 0.451 2.578 -1.239
C 1.953 2.736 -0.947
H 0.091 1.555 -1.372
C 2.345 4.167 -0.471
H 2.550 2.494 -1.856
C 1.148 5.033 -0.081
H 3.035 4.111 0.384
H 2.892 4.663 -1.285
C 0.130 5.081 -1.216
H 0.676 4.647 0.829
H 1.494 6.051 0.144
C -0.437 3.671 -1.536
H -0.686 5.769 -0.983
H 0.626 5.459 -2.119
H -1.413 3.532 -1.031
H -0.676 3.644 -2.617
O -2.274 1.892 1.397
N -2.591 2.834 2.357
C -1.551 3.334 3.054
C -1.828 4.034 4.220
C -3.159 4.264 4.572
C -4.201 3.794 3.770
C -3.897 3.074 2.622
H -0.555 3.070 2.701
H -0.998 4.383 4.834
H -3.392 4.812 5.483
H -5.246 3.969 4.028
H -4.639 2.670 1.934
*
```

Properties
**Energy relative to the best compared isomer or geometry (same formula, charge and spin)**: 0.0 kcal per mole
**Electronic energy**: -3340.00691 hartree
**Gap between HOMO and LUMO (alpha / beta)**: 3.931 / 3.896 eV

=====

# 3
# C30H50F12N8O8PS

A 5-piece molecular cluster, C30H50F12N8O8PS overall at a distorted geometry (ωB97M-V/def2-TZVPD, OMol25).

ORCA input file:
```
! RIJCOSX wB97M-V def2-TZVPD def2/J DEFGRID3
* xyz 1 1
C 1.409 5.532 -3.284
C 1.483 4.661 -2.257
N 0.936 4.930 -0.952
P 1.552 6.430 -0.237
N 1.515 7.635 -1.211
C 0.070 4.111 -0.379
N -0.453 4.251 0.893
C -0.319 2.858 1.427
C 0.761 2.630 2.474
N 0.630 3.492 3.663
C -0.266 1.916 0.158
N -1.308 0.916 0.359
C -1.656 0.240 -0.595
S -1.916 -0.802 -1.723
N 1.097 1.425 0.021
C 1.338 0.042 0.462
C 2.823 -0.295 0.260
C 3.680 -0.049 1.513
N -0.457 2.963 -0.853
N -0.504 2.692 -2.214
C -1.711 3.170 -2.938
C -2.703 3.973 -2.109
C -3.645 3.169 -1.190
C -4.447 2.099 -1.963
H 0.483 5.969 -3.641
H 2.334 5.800 -3.786
H 1.963 3.697 -2.387
H 0.691 6.643 0.847
H 2.798 6.052 0.291
H 2.457 7.995 -1.342
H 0.098 4.809 1.540
H -1.234 2.603 1.966
H 1.764 2.718 2.058
H 0.645 1.599 2.811
H 1.251 4.287 3.549
H -0.297 3.907 3.712
H 1.424 1.494 -0.936
H 1.112 -0.102 1.517
H 0.766 -0.691 -0.114
H 3.248 0.297 -0.554
H 2.932 -1.341 -0.022
H 3.109 -0.140 2.437
H 4.164 0.928 1.498
H 4.490 -0.774 1.589
H -0.283 1.728 -2.417
H -1.353 3.833 -3.730
H -2.185 2.326 -3.438
H -3.365 4.449 -2.835
H -2.232 4.786 -1.552
H -3.125 2.775 -0.318
H -4.367 3.905 -0.838
H -4.270 2.137 -3.034
H -4.217 1.109 -1.576
H -5.510 2.292 -1.837
C -1.652 -3.322 1.412
C -0.378 -2.844 2.071
O 0.225 -3.883 2.864
C 0.925 -4.787 2.196
O 1.094 -4.813 1.011
C 1.539 -5.796 3.186
F 0.638 -6.208 4.078
F 2.553 -5.222 3.847
F 2.010 -6.862 2.545
H -2.345 -3.713 2.156
H -2.122 -2.490 0.887
H -1.460 -4.121 0.697
H -0.600 -2.032 2.762
H 0.335 -2.465 1.339
C 3.705 0.827 8.620
C 2.719 1.519 7.706
O 2.327 0.666 6.608
C 1.411 -0.249 6.885
O 0.879 -0.439 7.937
C 1.077 -1.043 5.612
F 2.178 -1.422 4.947
F 0.339 -0.303 4.756
F 0.382 -2.140 5.877
H 4.568 0.476 8.054
H 4.045 1.513 9.395
H 3.254 -0.040 9.102
H 3.175 2.392 7.246
H 1.835 1.855 8.247
C 2.981 -6.996 -0.578
C 4.054 -7.992 -0.201
O 4.234 -8.991 -1.225
C 4.959 -8.624 -2.270
O 5.472 -7.558 -2.445
C 5.093 -9.805 -3.250
F 3.913 -10.398 -3.462
F 5.935 -10.721 -2.754
F 5.568 -9.395 -4.422
H 2.047 -7.510 -0.808
H 2.806 -6.299 0.234
H 3.268 -6.429 -1.464
H 3.764 -8.540 0.694
H 5.004 -7.501 0.008
C -8.687 0.986 -6.518
C -7.422 0.159 -6.557
O -6.268 0.973 -6.866
C -5.762 1.671 -5.869
O -6.148 1.703 -4.736
C -4.522 2.448 -6.351
F -4.746 3.073 -7.506
F -3.489 1.609 -6.523
F -4.157 3.363 -5.447
H -8.815 1.530 -7.454
H -9.552 0.342 -6.362
H -8.654 1.720 -5.713
H -7.475 -0.580 -7.353
H -7.258 -0.375 -5.622
*
```

Properties
**Energy relative to the best compared isomer or geometry (same formula, charge and spin)**: 0.0 kcal per mole
**Electronic energy**: -4150.70101 hartree
**Gap between HOMO and LUMO**: 8.650 eV

=====

# 4
# C30H50F5N2O8S

A 5-piece molecular cluster, C30H50F5N2O8S overall at a distorted geometry (ωB97M-V/def2-TZVPD, OMol25).

ORCA input file:
```
! RIJCOSX wB97M-V def2-TZVPD def2/J DEFGRID3
* xyz 1 1
C 1.411 1.016 6.310
C 0.803 2.332 5.582
O 0.032 1.993 4.398
C -1.377 2.158 4.585
C -1.855 3.230 3.480
N -3.346 3.415 3.406
C -4.132 2.574 4.364
C -3.735 1.014 4.120
C -4.723 0.174 5.041
C -5.114 0.490 6.487
C -6.068 -0.420 7.216
N -6.762 -1.578 6.798
C -6.402 -1.801 5.450
C -5.451 -1.070 4.535
C -2.157 0.730 4.444
O -2.126 0.134 5.744
S -1.500 -0.327 3.069
O -0.978 0.572 1.959
O -2.545 -1.204 2.417
C -0.088 -1.450 3.535
F 1.112 -1.005 2.934
F 0.163 -1.558 4.914
C -0.303 -2.969 3.006
F 0.839 -3.734 3.357
F -0.376 -3.022 1.605
F -1.386 -3.605 3.623
H 1.983 1.319 7.255
H 0.604 0.287 6.643
H 2.097 0.536 5.536
H 0.284 3.034 6.311
H 1.730 2.902 5.204
H -1.685 2.575 5.598
H -1.457 3.029 2.436
H -1.416 4.237 3.822
H -3.620 4.412 3.536
H -3.663 3.171 2.445
H -3.911 2.840 5.448
H -5.267 2.697 4.234
H -3.988 0.824 3.013
H -4.684 1.405 7.007
H -6.279 -0.133 8.309
H -6.937 -2.703 4.979
H -5.276 -1.440 3.475
H -1.494 0.594 6.341
C 0.249 1.343 -2.250
C -0.849 0.465 -1.689
C -2.098 1.153 -2.206
O -1.748 1.765 -3.453
C -0.321 1.735 -3.599
H 1.216 0.844 -2.324
H 0.370 2.233 -1.622
H -0.773 -0.541 -2.115
H -0.830 0.377 -0.602
H -2.427 1.946 -1.524
H -2.927 0.458 -2.358
H -0.078 0.990 -4.364
H 0.034 2.710 -3.937
C 5.184 -1.290 2.264
C 4.142 -0.737 1.315
C 4.715 0.625 0.976
O 6.141 0.504 1.048
C 6.469 -0.746 1.670
H 5.177 -2.378 2.339
H 5.030 -0.876 3.266
H 4.095 -1.358 0.414
H 3.141 -0.683 1.745
H 4.405 1.380 1.707
H 4.426 0.966 -0.021
H 6.861 -1.413 0.895
H 7.246 -0.591 2.421
C -0.451 -3.085 -4.761
C 0.972 -2.890 -4.288
C 1.707 -2.645 -5.592
O 0.776 -2.011 -6.479
C -0.538 -2.102 -5.912
H -1.201 -2.903 -3.988
H -0.583 -4.107 -5.132
H 1.033 -2.001 -3.651
H 1.370 -3.738 -3.728
H 2.023 -3.587 -6.053
H 2.585 -2.008 -5.465
H -0.820 -1.103 -5.560
H -1.249 -2.415 -6.679
C 2.314 -0.428 -8.754
C 1.880 0.301 -10.007
C 3.166 0.978 -10.440
O 4.243 0.137 -10.008
C 3.724 -0.855 -9.112
H 1.670 -1.265 -8.487
H 2.337 0.269 -7.909
H 1.565 -0.423 -10.766
H 1.061 1.004 -9.846
H 3.286 1.952 -9.953
H 3.222 1.121 -11.521
H 3.726 -1.816 -9.638
H 4.373 -0.936 -8.237
*
```

Properties
**Electronic energy**: -2781.49644 hartree
**Gap between HOMO and LUMO**: 6.357 eV

=====

# 5
# C30H50N2O18

A 8-piece molecular cluster, C30H50N2O18 overall at a distorted geometry (ωB97M-V/def2-TZVPD, OMol25).

ORCA input file:
```
! RIJCOSX wB97M-V def2-TZVPD def2/J DEFGRID3
* xyz 0 1
C -2.398 -3.490 -0.721
C -2.272 -3.069 -2.174
C -3.392 -2.098 -2.636
O -2.639 -0.913 -2.968
C -1.403 -1.112 -2.885
O -0.600 -0.279 -3.247
O -1.020 -2.318 -2.384
H -2.043 -2.641 -0.151
H -1.631 -4.284 -0.581
H -3.348 -3.934 -0.343
H -2.164 -3.968 -2.775
H -4.201 -1.814 -1.966
H -3.823 -2.360 -3.571
C 1.860 2.066 -2.744
C 1.900 3.580 -3.154
C 2.481 4.386 -2.004
O 3.225 5.342 -2.791
C 3.401 5.012 -4.031
O 4.005 5.694 -4.835
O 2.844 3.864 -4.175
H 1.573 1.405 -3.600
H 1.352 1.766 -1.788
H 2.875 1.699 -2.470
H 0.971 4.078 -3.541
H 3.176 3.969 -1.337
H 1.877 4.941 -1.287
C -4.635 -0.137 0.540
C -4.937 0.476 1.983
C -5.574 -0.486 3.009
O -4.768 -0.449 4.070
C -3.706 0.313 3.860
O -2.832 0.565 4.665
O -3.733 0.803 2.685
H -3.989 0.441 -0.107
H -5.551 -0.334 0.145
H -4.057 -1.046 0.662
H -5.593 1.430 1.872
H -5.851 -1.387 2.574
H -6.549 -0.193 3.241
C -1.670 -2.023 6.054
C -0.682 -1.582 4.908
C 0.742 -1.672 5.509
O 1.654 -1.920 4.454
C 0.875 -2.372 3.511
O 1.319 -2.797 2.446
O -0.422 -2.396 3.744
H -2.631 -1.838 5.744
H -1.366 -1.492 6.934
H -1.674 -3.168 6.040
H -0.715 -0.525 4.654
H 0.712 -2.421 6.405
H 1.124 -0.766 6.110
C 3.551 -0.747 -0.673
O 4.280 0.356 -0.483
C 3.917 1.138 0.556
O 3.005 0.555 1.517
O 4.568 2.261 0.629
C 4.530 3.226 1.659
H 3.401 -1.378 0.205
H 4.006 -1.508 -1.417
H 2.457 -0.552 -0.999
H 5.128 4.091 1.407
H 4.885 2.804 2.520
H 3.482 3.560 1.710
C 1.694 -3.544 -1.834
O 3.007 -3.878 -1.527
C 3.702 -4.206 -2.608
O 3.171 -4.421 -3.898
O 4.999 -4.485 -2.179
C 6.075 -4.770 -3.033
H 1.518 -2.633 -2.437
H 1.225 -3.287 -0.890
H 1.133 -4.271 -2.359
H 5.994 -4.055 -3.880
H 6.081 -5.840 -3.328
H 7.053 -4.652 -2.573
C 0.018 -0.385 0.589
C -0.697 0.443 1.565
C 0.155 1.560 2.251
C 0.513 2.631 1.297
N 0.922 3.477 0.584
H 0.892 -0.845 1.070
H 0.279 0.147 -0.236
H -0.526 -1.224 0.256
H -1.183 -0.124 2.343
H -1.655 0.915 1.202
H 0.969 1.098 2.711
H -0.247 1.917 3.131
C -2.775 3.949 -3.101
C -2.415 2.526 -2.658
C -1.641 2.489 -1.318
C -2.435 2.807 -0.130
N -3.052 3.064 0.757
H -3.240 4.404 -2.216
H -3.611 3.935 -3.820
H -1.929 4.488 -3.323
H -1.849 2.073 -3.460
H -3.283 1.776 -2.748
H -0.777 3.136 -1.212
H -1.393 1.434 -1.173
*
```

Properties
**Energy relative to the best compared isomer or geometry (same formula, charge and spin)**: 61.6 kcal per mole
**Electronic energy**: -2636.72173 hartree
**Structure (SMILES)**: C[C@H]1COC(=O)O1.C[C@H]1COC(=O)O1.C[C@H]1COC(=O)O1.C[C@H]1COC(=O)O1.COC(=O)OC.COC(=O)OC.CCCC#N.CCCC#N
**Gap between HOMO and LUMO**: 10.187 eV